No. 1
{
  "formula": "C36H55AsAuBrN4O3SSi3",
  "method": "the ωB97M-V functional and the def2-TZVPD basis",
  "symbols": ["Au", "O", "C", "C", "C", "C", "C", "C", "C", "O", "N", "N", "C", "C", "Br", "C", "C", "C", "C", "C", "C", "C", "H", "H", "H", "H", "H", "H", "H", "H", "H", "H", "H", "H", "H", "H", "C", "C", "C", "N", "C", "S", "N", "C", "O", "C", "C", "C", "C", "C", "C", "H", "H", "H", "H", "H", "H", "H", "H", "H", "H", "H", "H", "H", "H", "C", "Si", "C", "C", "As", "Si", "C", "C", "C", "Si", "C", "C", "C", "H", "H", "H", "H", "H", "H", "H", "H", "H", "H", "H", "H", "H", "H", "H", "H", "H", "H", "H", "H", "H", "H", "H", "H", "H", "H", "H"],
  "xyz": [[1.173447, -0.044003, -1.016617], [1.022096, -3.011718, -1.607520], [0.996518, -2.923750, -2.987472], [1.939032, -3.634610, -3.706705], [1.966292, -3.532398, -5.089209], [1.042112, -2.734046, -5.748681], [0.116009, -2.016542, -5.012970], [0.079280, -2.090978, -3.621101], [-0.874515, -1.179915, -2.905583], [-0.189156, 0.053415, -2.574890], [-1.555676, -1.771171, -1.760058], [-1.287186, -1.259563, -0.533627], [-2.103726, -1.455204, 0.422886], [-1.895043, -0.876070, 1.753852], [-0.158223, -0.194232, 2.087414], [-2.909598, -0.754509, 2.612361], [-2.982923, -0.104519, 3.923961], [-4.137669, 0.625206, 4.212682], [-4.240405, 1.346644, 5.389407], [-3.200580, 1.318307, 6.308812], [-2.076993, 0.542148, 6.058749], [-1.963494, -0.163548, 4.872874], [0.188013, -3.369161, -1.269432], [2.639913, -4.262072, -3.174439], [2.703927, -4.086667, -5.651797], [1.044814, -2.672282, -6.827181], [-0.600116, -1.385103, -5.524852], [-1.640921, -0.934880, -3.631482], [-2.488409, -2.133261, -1.933178], [-3.024104, -2.029395, 0.286908], [-3.858622, -1.133954, 2.237304], [-4.957579, 0.628832, 3.504525], [-5.135038, 1.916083, 5.597680], [-3.275301, 1.882522, 7.227522], [-1.291603, 0.475301, 6.798533], [-1.101674, -0.794095, 4.704244], [2.206197, 0.015049, 4.997371], [3.707251, 0.020451, 4.733192], [4.051714, 0.047571, 3.251341], [3.522988, -1.154966, 2.602545], [3.008514, -1.256863, 1.399391], [3.054143, 0.113806, 0.334714], [2.451367, -2.404408, 0.970467], [2.034791, -3.567599, 1.683540], [0.988625, -4.062679, 1.347390], [2.916234, -4.131624, 2.729721], [4.304782, -4.117647, 2.590590], [5.094783, -4.729532, 3.549831], [4.500854, -5.344822, 4.644653], [3.118060, -5.369091, 4.776763], [2.321069, -4.774411, 3.813565], [2.001300, 0.104365, 6.062800], [1.733646, -0.905822, 4.650187], [1.718508, 0.851515, 4.493137], [4.177105, -0.851757, 5.197335], [4.165590, 0.898085, 5.190646], [5.131552, 0.082682, 3.099966], [3.612911, 0.917617, 2.763498], [3.560051, -2.002462, 3.159417], [2.000374, -2.354114, 0.059308], [4.760993, -3.658809, 1.721940], [6.169706, -4.738584, 3.438365], [5.119914, -5.818458, 5.393782], [2.662557, -5.864455, 5.622451], [1.242817, -4.800357, 3.888601], [-4.095456, 1.230899, -0.856602], [-2.803243, 2.556016, -0.764000], [-2.138654, 2.803269, 0.942611], [-3.330809, 4.174303, -1.508655], [-0.903568, 1.811611, -2.193512], [-1.881244, 1.795850, -4.433559], [-2.684817, 3.454162, -4.731154], [-3.275218, 0.532128, -4.382461], [-0.533553, 1.521987, -5.679426], [0.988764, 3.387098, -2.248972], [2.199661, 2.701130, -3.468923], [1.608173, 3.494872, -0.505451], [0.242395, 5.021373, -2.720222], [-4.857186, 1.441939, -0.102733], [-3.669951, 0.252027, -0.645563], [-4.585303, 1.193892, -1.828683], [-2.983403, 2.881919, 1.633036], [-1.565784, 3.729078, 1.013299], [-1.508099, 1.985480, 1.277511], [-3.618440, 4.796070, -0.657521], [-4.189696, 4.049113, -2.163035], [-2.563879, 4.709932, -2.063884], [-3.596901, 3.578498, -4.156003], [-2.959394, 3.498363, -5.788557], [-2.036094, 4.303114, -4.536922], [-4.224994, 1.063837, -4.455864], [-3.304824, -0.056518, -3.469061], [-3.221716, -0.154443, -5.230346], [-0.022698, 2.460788, -5.892748], [-0.992423, 1.179508, -6.609989], [0.205488, 0.784759, -5.367802], [2.345172, 1.628488, -3.331065], [3.162915, 3.193057, -3.319111], [1.887489, 2.873859, -4.498114], [1.878096, 2.527349, -0.089847], [0.853535, 3.938666, 0.146195], [2.495213, 4.131488, -0.474396], [-0.329908, 5.013802, -3.643271], [1.086708, 5.701249, -2.863099], [-0.377681, 5.426521, -1.921517]],
  "atomic_forces_ev_per_a": [[1.54, -0.39, 0.89], [0.16, -0.13, 0.16], [-0.09, 0.02, 0.33], [-0.01, 0.02, -0.08], [-0.01, 0.00, 0.04], [0.00, 0.01, 0.01], [-0.05, -0.07, 0.01], [0.46, 0.33, -0.17], [-0.49, -0.13, -0.12], [-0.58, 0.51, 0.14], [0.00, -0.08, 0.16], [-0.09, 0.11, 0.05], [0.18, 0.03, 0.07], [0.06, -0.10, -0.14], [-0.11, -0.05, 0.12], [-0.14, -0.07, -0.01], [0.06, 0.06, -0.06], [0.01, 0.01, 0.00], [0.03, -0.02, 0.03], [-0.01, -0.02, -0.03], [-0.04, 0.00, 0.02], [0.01, -0.05, 0.02], [0.05, 0.11, -0.02], [0.00, -0.02, 0.03], [0.01, -0.03, -0.02], [0.01, 0.01, -0.03], [-0.04, -0.01, -0.03], [0.00, 0.05, -0.06], [0.01, 0.19, -0.01], [-0.02, 0.02, 0.01], [0.00, -0.03, 0.02], [-0.02, 0.02, -0.03], [-0.02, 0.03, 0.00], [-0.02, -0.01, 0.04], [0.03, 0.02, 0.02], [0.03, 0.05, -0.03], [0.02, 0.02, 0.02], [-0.02, -0.02, -0.02], [0.03, 0.03, -0.01], [0.00, -0.13, 0.10], [-0.08, 0.37, -0.05], [-0.16, -0.03, -0.06], [-0.01, -0.25, -0.25], [-0.23, -0.01, -0.02], [0.07, 0.02, 0.03], [-0.04, -0.02, -0.02], [-0.01, -0.03, 0.01], [-0.01, 0.00, 0.01], [0.00, 0.00, 0.00], [-0.01, 0.01, -0.02], [0.05, 0.03, 0.03], [0.01, -0.01, 0.02], [-0.01, -0.02, -0.03], [-0.02, 0.03, 0.00], [0.02, 0.01, 0.03], [0.02, -0.02, 0.00], [0.01, 0.03, -0.01], [-0.01, -0.03, 0.01], [0.02, 0.04, -0.02], [0.01, -0.01, -0.02], [0.01, 0.02, -0.02], [0.03, 0.00, 0.00], [0.02, -0.02, 0.02], [0.00, 0.00, 0.03], [-0.03, -0.01, -0.02], [0.03, 0.02, -0.16], [0.01, -0.53, 0.56], [0.07, 0.07, -0.05], [0.17, -0.10, -0.17], [-0.56, -0.14, -1.64], [-0.44, 0.67, 0.12], [0.10, -0.07, -0.10], [0.07, -0.02, -0.08], [0.06, -0.20, 0.15], [0.32, -0.17, 0.31], [-0.11, -0.10, -0.05], [-0.07, -0.05, 0.05], [-0.16, -0.16, -0.06], [-0.03, 0.00, 0.02], [0.00, -0.05, 0.07], [-0.04, 0.02, -0.02], [-0.01, 0.02, 0.02], [0.01, 0.03, 0.01], [0.04, -0.10, 0.05], [-0.04, 0.04, 0.00], [-0.08, 0.02, 0.03], [0.05, 0.05, 0.02], [-0.08, 0.00, 0.01], [-0.02, -0.02, -0.04], [0.03, 0.08, -0.02], [-0.01, 0.03, -0.03], [-0.14, 0.00, 0.04], [0.01, -0.03, 0.01], [0.00, 0.04, 0.01], [0.01, -0.01, -0.03], [0.04, 0.00, -0.04], [0.04, -0.01, 0.02], [0.02, 0.02, 0.01], [0.00, 0.02, -0.03], [0.04, -0.02, 0.03], [0.00, 0.04, 0.01], [0.01, 0.05, -0.03], [0.03, 0.03, -0.09], [0.02, 0.04, 0.02], [0.01, 0.05, 0.03]],
  "mulliken_charge": [0.678, -0.730, 0.035, -0.541, -0.606, -1.024, -0.606, 0.103, 0.570, -0.669, -0.213, 0.652, -1.595, 0.624, 0.122, -0.602, 0.256, -0.404, -0.700, -0.485, -0.759, -0.187, 0.308, 0.488, 0.434, 0.454, 0.481, -0.008, 0.395, 0.519, 0.478, 0.396, 0.414, 0.415, 0.416, 0.653, -0.636, -0.913, -0.739, 0.219, 0.580, -0.388, 0.520, 0.404, -0.526, 0.064, 0.060, -0.658, -0.513, -0.713, -0.520, 0.453, 0.104, 0.203, 0.381, 0.413, 0.305, 0.446, 0.023, -0.335, 0.439, 0.462, 0.443, 0.438, 0.510, -0.898, 0.427, -0.511, -1.315, 0.448, 0.658, -1.078, -1.269, -1.233, 0.188, -0.830, -0.599, -1.047, 0.493, 0.139, 0.387, 0.403, 0.409, -0.187, 0.423, 0.409, 0.354, 0.265, 0.435, 0.237, 0.469, 0.240, 0.525, 0.397, 0.463, 0.346, 0.169, 0.485, 0.334, -0.046, 0.241, 0.410, 0.269, 0.427, 0.277],
  "max_force_ha_per_bohr": 0.0354,
  "de_lowest_kcal_mol": 22.57,
  "total_charge": 2,
  "energy_ev": -219358.5709,
  "homo_lumo_gap_ev": 6.4
}

---

No. 2
{
  "formula": "C11H16N2O",
  "method": "the ωB97M-V functional and the def2-TZVPD basis",
  "symbols": ["C", "C", "O", "C", "C", "N", "C", "C", "C", "C", "C", "C", "N", "C", "H", "H", "H", "H", "H", "H", "H", "H", "H", "H", "H", "H", "H", "H", "H", "H"],
  "xyz": [[-4.366216, -0.914501, -0.848794], [-4.150897, -0.480774, 0.593393], [-3.475808, 0.725330, 0.673893], [-2.157277, 0.798031, 0.294089], [-1.619755, 2.106225, 0.169917], [-0.419821, 2.450428, -0.263860], [0.423263, 1.419321, -0.469330], [0.053047, 0.066462, -0.257186], [1.017233, -1.021111, -0.666721], [2.217861, -1.325609, -0.149507], [3.026952, -0.719606, 0.946821], [4.201189, 0.028172, 0.348874], [3.872603, 1.167241, -0.492308], [-1.257243, -0.276490, 0.063606], [-4.927315, -1.846694, -0.859187], [-3.417487, -1.057518, -1.457840], [-5.062784, -0.227196, -1.327468], [-3.646414, -1.274240, 1.172622], [-5.054331, -0.313612, 1.187291], [-2.350977, 2.919782, 0.384744], [1.485331, 1.646117, -0.704859], [0.585581, -1.750458, -1.348237], [2.802009, -2.181971, -0.416182], [3.405418, -1.609092, 1.634653], [2.389374, -0.024368, 1.519901], [4.846053, 0.220584, 1.267418], [4.702905, -0.693345, -0.317557], [3.681744, 2.064379, 0.095022], [4.693006, 1.425988, -0.973171], [-1.497252, -1.321487, 0.199970]],
  "atomic_forces_ev_per_a": [[-0.09, -0.34, -0.36], [0.12, -1.37, 0.31], [1.50, 1.30, -0.02], [1.24, -0.29, -0.02], [-2.05, 0.39, -0.12], [0.42, -1.19, 0.46], [0.32, -0.42, 0.64], [1.19, 0.51, -1.24], [0.16, -0.51, 1.06], [-0.52, 0.07, 0.47], [-0.99, -0.25, 0.87], [1.20, -0.70, 1.31], [-1.30, 2.09, 2.23], [-0.75, 1.30, 0.54], [0.21, -0.36, 0.06], [-1.19, 0.37, 0.89], [0.40, 0.33, -0.26], [0.27, 0.16, -0.25], [-0.27, -0.03, -0.62], [0.69, -0.51, -0.20], [-1.01, -0.18, -0.17], [0.13, 0.18, -0.23], [-0.42, -0.77, -1.22], [-0.68, 2.01, -1.25], [0.38, -0.24, 0.21], [-0.13, 0.19, -1.33], [0.23, 0.26, 0.35], [0.18, -2.20, -1.08], [1.06, 0.22, -0.92], [-0.28, -0.01, -0.12]],
  "mulliken_charge": [-0.961, -0.383, -0.450, 0.467, -0.202, -0.609, -0.349, 0.276, -0.682, -0.468, -0.504, -0.579, -0.505, -0.456, 0.354, 0.294, 0.295, 0.284, 0.356, 0.354, 0.468, 0.408, 0.344, 0.264, 0.363, 0.252, 0.366, 0.255, 0.224, 0.526],
  "max_force_ha_per_bohr": 0.0646,
  "smiles": "CCOc1cncc(/C=C\\CCN)c1",
  "de_lowest_kcal_mol": 38.08,
  "energy_ev": -16692.2775,
  "homo_lumo_gap_ev": 9.2
}

---

No. 3
{
  "formula": "C26H29N2O4Pd",
  "method": "the ωB97M-V functional and the def2-TZVPD basis",
  "symbols": ["C", "C", "C", "H", "C", "C", "H", "H", "H", "H", "C", "C", "C", "H", "C", "C", "H", "H", "H", "H", "Pd", "O", "C", "C", "H", "H", "H", "H", "C", "C", "C", "H", "C", "H", "C", "H", "C", "H", "C", "C", "C", "C", "C", "C", "O", "N", "C", "O", "N", "C", "O", "H", "H", "H", "H", "H", "H", "H", "H", "H", "H", "H"],
  "xyz": [[1.754954, -2.458148, 1.859544], [1.644868, -3.360508, 0.741407], [1.967737, -2.612939, -0.444896], [1.389740, -4.413677, 0.808105], [2.218828, -1.265003, -0.068577], [2.142050, -1.174902, 1.351769], [2.410889, -0.310764, 1.954124], [1.637733, -2.729574, 2.905029], [2.056294, -3.014725, -1.451615], [2.486375, -0.456926, -0.741295], [-0.658077, -2.470670, -1.654988], [-0.961672, -3.614743, -0.855435], [-2.020066, -3.263701, 0.045761], [-0.500717, -4.595465, -0.923055], [-2.321095, -1.880102, -0.162002], [-1.450675, -1.377731, -1.196709], [-1.414172, -0.364394, -1.579287], [0.054271, -2.409209, -2.480699], [-2.527937, -3.934719, 0.739145], [-3.103378, -1.317764, 0.336685], [-0.120305, -2.006846, 0.584400], [1.219640, -0.777698, -4.075878], [2.583652, -0.654617, -4.542864], [1.874101, 0.459195, -3.770427], [3.291601, -1.290149, -3.999418], [2.713715, -0.480877, -5.617893], [2.203355, 0.616335, -2.731872], [2.749525, 3.054051, -3.666198], [1.942303, 2.913387, -4.390718], [1.338096, 1.635943, -4.483358], [0.244446, 1.470202, -5.359986], [-0.256781, 0.503793, -5.410344], [-0.186863, 2.523357, -6.161938], [-1.033090, 2.376470, -6.826485], [0.456360, 3.768121, -6.110072], [0.129610, 4.588891, -6.751062], [1.529772, 3.949127, -5.225068], [2.041567, 4.914339, -5.178020], [-0.101136, -0.145409, 5.407668], [-0.092082, 1.075209, 4.506837], [-1.176989, 1.108338, 3.383608], [-2.635432, 1.185557, 3.935252], [-3.166560, -0.016640, 4.686800], [-0.925654, 2.390165, 2.549992], [-1.214953, 3.502764, 2.970832], [-0.323409, 2.250152, 1.303714], [-0.037905, 1.070790, 0.609800], [0.511331, 1.098083, -0.490809], [-0.431600, -0.056148, 1.272868], [-0.998042, -0.122002, 2.485243], [-1.330767, -1.274418, 2.876888], [-0.675943, 0.039553, 6.321388], [0.927399, -0.383890, 5.696772], [-0.519901, -1.009665, 4.882709], [-0.208260, 1.995952, 5.100789], [0.884937, 1.147303, 3.996426], [-2.695905, 2.083706, 4.568507], [-3.282693, 1.371215, 3.061199], [-2.828698, -0.031256, 5.726504], [-4.259169, 0.023714, 4.681104], [-2.850127, -0.938045, 4.191523], [-0.095095, 3.097610, 0.808579]],
  "atomic_forces_ev_per_a": [[0.65, 0.51, -0.17], [1.49, 0.32, -0.38], [0.74, -0.88, 0.81], [0.12, 0.23, -0.07], [0.73, -0.20, 1.08], [1.41, -0.70, 0.01], [-0.32, -0.11, -0.17], [0.00, 0.08, -0.24], [-0.25, 0.12, 0.28], [-0.16, -0.18, 0.18], [-0.63, -0.04, -0.36], [-0.96, -0.10, -0.46], [-0.10, 0.15, -0.34], [-0.09, 0.25, -0.06], [-0.03, -0.41, -0.64], [-0.80, -0.97, -0.21], [0.03, -0.21, 0.12], [-0.21, -0.01, 0.54], [0.26, 0.30, -0.20], [0.29, -0.07, 0.07], [-1.49, -0.28, -1.58], [0.88, 0.28, 0.04], [-1.09, 1.24, 0.86], [0.86, -1.34, -0.09], [-0.18, 0.26, -0.33], [-0.10, -0.33, 0.37], [-0.45, -0.23, -0.35], [-0.19, 0.03, -0.31], [-0.20, -0.87, -0.05], [-0.42, 0.93, -0.96], [0.46, 0.13, 0.21], [0.22, 0.24, 0.04], [0.26, 0.47, 0.21], [0.09, 0.03, 0.06], [0.19, -0.38, 0.19], [0.09, -0.25, 0.18], [-0.27, 0.05, 0.00], [-0.22, -0.30, 0.02], [0.07, -0.31, 0.23], [0.13, 0.64, -0.59], [-0.17, -0.05, -0.41], [0.30, 0.64, -0.44], [-0.18, -0.36, 0.13], [0.03, 0.27, 0.05], [0.25, -0.66, -0.23], [-0.16, 0.66, 0.48], [-0.11, -1.01, 0.55], [-0.64, 0.46, 0.97], [0.31, 1.63, -0.07], [-0.33, -1.64, 0.38], [0.20, 2.00, 0.24], [0.07, -0.11, -0.14], [-0.15, -0.02, 0.07], [0.14, 0.12, 0.20], [0.04, -0.18, -0.25], [-0.27, -0.01, 0.17], [0.03, -0.13, -0.28], [0.14, 0.00, 0.25], [-0.07, -0.04, -0.12], [0.02, 0.01, 0.14], [-0.16, 0.16, 0.24], [-0.09, 0.19, 0.09]],
  "mulliken_charge": [-0.397, -1.274, -0.162, 0.445, 0.079, -0.916, 0.568, 0.383, 0.540, 0.162, 0.088, -1.272, -0.173, 0.525, -0.729, -0.572, 0.553, 0.568, 0.375, 0.409, 0.011, -0.388, -0.486, 0.756, 0.293, 0.239, -0.027, 0.381, -0.502, -0.031, -0.314, 0.406, -0.529, 0.360, -0.366, 0.353, -0.478, 0.344, -1.199, -0.789, 2.036, -0.781, -1.186, -0.545, -0.698, 0.024, -0.182, -0.612, 0.821, -0.217, -0.744, 0.297, 0.349, 0.288, 0.472, 0.388, 0.370, 0.461, 0.256, 0.409, 0.252, 0.305],
  "multiplicity": 3,
  "s2": 2.01,
  "max_force_ha_per_bohr": 0.0426,
  "total_charge": -1,
  "energy_ev": -42080.5057,
  "homo_lumo_gap_ev": [5.6, 5.5]
}